{"formula": "C9H5N2O2", "method": "ωB97M-V/def2-TZVPD", "species": ["O", "O", "N", "N", "C", "C", "C", "C", "C", "C", "C", "C", "C", "H", "H", "H", "H", "H"], "coordinates": [[-3.62354, 0.72499, -0.16223], [-1.64585, 2.70431, 0.22396], [-2.13855, -3.12797, -0.31056], [-1.63906, -2.24886, 0.12347], [-1.25307, -1.21525, 0.69296], [2.40957, 0.87393, -0.35945], [0.01765, -0.57397, 0.27923], [-1.24352, 1.59045, 0.05736], [2.36329, -0.50684, -0.40710], [1.21936, 1.56518, -0.11385], [-0.00859, 0.89839, 0.11673], [-2.51607, 0.71511, -0.12481], [1.13983, -1.21418, -0.10818], [3.20472, 1.54883, -0.59470], [-1.80494, -0.94951, 1.48819], [1.39356, 2.67198, -0.19892], [3.08348, -1.22595, -0.53131], [1.04174, -2.23063, -0.07079]], "molar_mass_da": 173.2, "total_energy_ha": -605.5364, "lumo_ev": [-6.04, -6.04], "fmax_ev_per_a": 5.7, "total_charge": 1, "gap_ev": [7.2, 7.2]}

{"formula": "C9H62NO23", "method": "ωB97M-V/def2-TZVPD", "species": ["O", "O", "O", "O", "O", "O", "O", "O", "O", "O", "O", "O", "O", "O", "O", "O", "O", "O", "O", "O", "O", "O", "O", "N", "C", "C", "C", "C", "C", "C", "C", "C", "C", "H", "H", "H", "H", "H", "H", "H", "H", "H", "H", "H", "H", "H", "H", "H", "H", "H", "H", "H", "H", "H", "H", "H", "H", "H", "H", "H", "H", "H", "H", "H", "H", "H", "H", "H", "H", "H", "H", "H", "H", "H", "H", "H", "H", "H", "H", "H", "H", "H", "H", "H", "H", "H", "H", "H", "H", "H", "H", "H", "H", "H", "H"], "coordinates": [[-10.17818, 2.51874, -19.58109], [-5.26245, 8.79745, -20.44572], [-7.67566, 7.13261, -19.63002], [-3.43417, 3.31364, -20.14717], [-3.21898, 8.51040, -16.93679], [-7.64035, 0.20330, -16.95332], [-2.86594, 3.12329, -23.12929], [-6.37463, 1.19061, -22.11486], [-9.58711, 2.44612, -16.81834], [-6.76764, 2.84242, -13.88094], [-3.84323, 0.47368, -21.06022], [-1.85749, 8.18415, -22.31101], [-2.89562, 2.38488, -13.56640], [-7.54611, 5.96799, -22.09794], [-2.56706, 9.17125, -19.65701], [-7.85605, 3.48971, -21.13773], [-1.57270, 5.47536, -23.39799], [0.34962, 7.51320, -19.59426], [-2.53551, 1.16127, -18.24005], [1.24033, 6.38932, -21.95027], [-0.94012, 1.87658, -20.83527], [-4.83472, 4.88518, -22.45423], [-4.96824, -1.59749, -17.09935], [-3.81934, 3.74288, -18.82316], [-5.29495, 3.65842, -18.73448], [-5.07880, 5.33184, -16.85823], [-5.75204, 2.19324, -18.95588], [-6.11001, 4.57902, -19.65533], [-3.54908, 5.18665, -16.95151], [-3.29323, 6.16703, -19.23507], [-3.03903, 4.91944, -18.36234], [-5.72732, 4.02504, -17.27138], [-1.55471, 4.57152, -18.24572], [-5.78226, 8.03307, -20.16926], [-3.04024, 6.11913, -16.68168], [-7.51127, 6.74031, -18.76318], [-6.04527, 4.40644, -20.72964], [-7.64880, 3.76197, -22.03547], [-1.38344, 3.88217, -17.41771], [-2.32612, 8.50255, -16.57980], [-4.60849, -1.68135, -17.99026], [-2.95049, 1.95267, -18.65020], [-6.67984, 0.17990, -16.89169], [-4.54372, 4.51111, -21.59899], [-4.43849, 8.72395, -19.94972], [-3.24529, 4.39631, -16.26098], [-5.50867, 0.97269, -21.72734], [-1.07371, 4.16450, -19.13161], [-3.09495, -0.12462, -21.13052], [-8.46609, 5.98771, -22.37134], [-3.51223, 1.21787, -20.52567], [-3.27395, 5.83872, -20.27960], [-1.79111, 5.24219, -22.48528], [-2.43932, 10.12533, -19.61933], [-2.61067, 8.96483, -20.61046], [-4.51895, -0.82928, -16.73138], [-1.06237, 5.48563, -17.89706], [-1.61230, 2.44855, -20.42810], [-3.47692, 2.87848, -12.97994], [-7.84399, -0.32244, -17.73349], [-9.24882, 2.74093, -19.72702], [-0.54185, 7.87367, -19.51403], [-8.18668, 7.92903, -19.44699], [-0.10073, 2.27347, -20.58923], [-7.18333, 2.82715, -20.92598], [-3.09804, 8.42843, -17.89417], [0.43591, 7.27575, -20.53543], [-5.36112, 6.20540, -17.45139], [-8.94860, 1.72144, -16.87386], [-5.11470, 1.58994, -18.31054], [-3.47012, 3.87623, -23.14841], [-7.16141, 4.33522, -19.45471], [-7.52236, 6.39340, -21.22456], [-1.91601, 7.60172, -23.08484], [-6.03728, 5.64856, -19.45364], [-1.84110, 4.70529, -23.91444], [-5.52302, 3.27209, -16.50871], [-3.02945, 1.03064, -17.42707], [-7.68397, 2.54969, -13.93738], [-6.81275, 2.09086, -18.73073], [-5.38143, 5.68944, -15.86997], [-2.50693, 6.88823, -19.01004], [1.96567, 6.53661, -22.56388], [-6.18239, 1.89397, -22.74312], [-9.95150, 2.50604, -17.71590], [-2.31805, 3.05080, -13.95386], [-4.28288, 6.61974, -19.19801], [-1.73857, 9.06745, -22.67732], [-10.63469, 2.88392, -20.34456], [-5.45193, 5.58525, -22.21676], [-6.81960, 3.72852, -13.51048], [-5.56510, 1.91599, -19.99362], [-6.81456, 4.11513, -17.33635], [-2.82793, 2.89907, -22.18694], [0.45313, 6.33225, -22.50752]], "molar_mass_da": 552.6, "total_energy_ha": -2165.4075, "de_lowest_kj_mol": 180.6, "lumo_ev": 1.95, "fmax_ev_per_a": 2.3, "total_charge": -1, "gap_ev": 6.0}

{"formula": "C9H6Cl2O2", "method": "ωB97M-V/def2-TZVPD", "species": ["Cl", "Cl", "O", "O", "C", "C", "C", "C", "C", "C", "C", "C", "C", "H", "H", "H", "H", "H", "H"], "coordinates": [[-3.03964, 1.34415, 1.18113], [4.23272, 0.96538, -0.17273], [-3.01048, -0.53541, -1.85162], [-0.79134, 1.44991, -0.46227], [-1.99837, 0.45834, 0.05599], [0.33731, 0.71101, -0.17490], [2.61067, 0.38352, 0.01524], [-2.61621, 0.46641, -1.35293], [2.42644, -0.92066, 0.47557], [1.14543, -1.37534, 0.65315], [-1.36235, -0.82385, 0.55845], [0.10310, -0.54483, 0.32259], [1.61215, 1.22621, -0.28133], [-1.46152, -0.86958, 1.56439], [3.33799, -1.56666, 0.75921], [-2.64497, 1.43284, -1.75687], [1.89993, 2.17323, -0.53980], [-1.85466, -1.59114, -0.05650], [1.07379, -2.38353, 1.06323]], "molar_mass_da": 217.1, "total_energy_ha": -1417.3753, "de_lowest_kj_mol": 18.9, "lumo_ev": 0.54, "smiles": "O=C[C@@]1(Cl)Cc2ccc(Cl)cc2O1", "fmax_ev_per_a": 3.8, "gap_ev": 9.5}

{"formula": "C9H6ClIOS", "method": "ωB97M-V/def2-TZVPD", "species": ["I", "Cl", "S", "O", "C", "C", "C", "C", "C", "C", "C", "C", "C", "H", "H", "H", "H", "H", "H"], "coordinates": [[0.34505, 0.07410, -4.56912], [-0.69523, -0.66081, 4.16671], [-1.77191, -0.80556, -2.34601], [2.91144, -1.63347, -0.59066], [1.99967, -1.11429, -0.09353], [-1.14698, 0.71540, 1.89059], [-0.13714, -0.24505, -2.53653], [-0.36111, -0.25440, 2.52237], [0.41269, 0.79431, -1.57103], [0.14216, 0.45408, -0.14426], [0.96233, -0.53195, 0.51410], [0.66415, -0.88637, 1.87635], [-0.88229, 1.04128, 0.56755], [-0.04103, 1.76988, -1.78765], [1.48962, 0.87443, -1.75716], [1.26290, -1.63549, 2.36610], [-1.70271, -0.92585, -1.01452], [-1.95056, 1.18966, 2.42689], [-1.50107, 1.78009, 0.07983]], "molar_mass_da": 324.6, "total_energy_ha": -1577.7586, "lumo_ev": [-0.56, -0.63], "fmax_ev_per_a": 1.2, "gap_ev": [6.2, 7.2]}

Repeat the third record exactly.
{"formula": "C9H6Cl2O2", "method": "ωB97M-V/def2-TZVPD", "species": ["Cl", "Cl", "O", "O", "C", "C", "C", "C", "C", "C", "C", "C", "C", "H", "H", "H", "H", "H", "H"], "coordinates": [[-3.03964, 1.34415, 1.18113], [4.23272, 0.96538, -0.17273], [-3.01048, -0.53541, -1.85162], [-0.79134, 1.44991, -0.46227], [-1.99837, 0.45834, 0.05599], [0.33731, 0.71101, -0.17490], [2.61067, 0.38352, 0.01524], [-2.61621, 0.46641, -1.35293], [2.42644, -0.92066, 0.47557], [1.14543, -1.37534, 0.65315], [-1.36235, -0.82385, 0.55845], [0.10310, -0.54483, 0.32259], [1.61215, 1.22621, -0.28133], [-1.46152, -0.86958, 1.56439], [3.33799, -1.56666, 0.75921], [-2.64497, 1.43284, -1.75687], [1.89993, 2.17323, -0.53980], [-1.85466, -1.59114, -0.05650], [1.07379, -2.38353, 1.06323]], "molar_mass_da": 217.1, "total_energy_ha": -1417.3753, "de_lowest_kj_mol": 18.9, "lumo_ev": 0.54, "smiles": "O=C[C@@]1(Cl)Cc2ccc(Cl)cc2O1", "fmax_ev_per_a": 3.8, "gap_ev": 9.5}

What did the third record say?
{"formula": "C9H6Cl2O2", "method": "ωB97M-V/def2-TZVPD", "species": ["Cl", "Cl", "O", "O", "C", "C", "C", "C", "C", "C", "C", "C", "C", "H", "H", "H", "H", "H", "H"], "coordinates": [[-3.03964, 1.34415, 1.18113], [4.23272, 0.96538, -0.17273], [-3.01048, -0.53541, -1.85162], [-0.79134, 1.44991, -0.46227], [-1.99837, 0.45834, 0.05599], [0.33731, 0.71101, -0.17490], [2.61067, 0.38352, 0.01524], [-2.61621, 0.46641, -1.35293], [2.42644, -0.92066, 0.47557], [1.14543, -1.37534, 0.65315], [-1.36235, -0.82385, 0.55845], [0.10310, -0.54483, 0.32259], [1.61215, 1.22621, -0.28133], [-1.46152, -0.86958, 1.56439], [3.33799, -1.56666, 0.75921], [-2.64497, 1.43284, -1.75687], [1.89993, 2.17323, -0.53980], [-1.85466, -1.59114, -0.05650], [1.07379, -2.38353, 1.06323]], "molar_mass_da": 217.1, "total_energy_ha": -1417.3753, "de_lowest_kj_mol": 18.9, "lumo_ev": 0.54, "smiles": "O=C[C@@]1(Cl)Cc2ccc(Cl)cc2O1", "fmax_ev_per_a": 3.8, "gap_ev": 9.5}

Repeat the third record exactly.
{"formula": "C9H6Cl2O2", "method": "ωB97M-V/def2-TZVPD", "species": ["Cl", "Cl", "O", "O", "C", "C", "C", "C", "C", "C", "C", "C", "C", "H", "H", "H", "H", "H", "H"], "coordinates": [[-3.03964, 1.34415, 1.18113], [4.23272, 0.96538, -0.17273], [-3.01048, -0.53541, -1.85162], [-0.79134, 1.44991, -0.46227], [-1.99837, 0.45834, 0.05599], [0.33731, 0.71101, -0.17490], [2.61067, 0.38352, 0.01524], [-2.61621, 0.46641, -1.35293], [2.42644, -0.92066, 0.47557], [1.14543, -1.37534, 0.65315], [-1.36235, -0.82385, 0.55845], [0.10310, -0.54483, 0.32259], [1.61215, 1.22621, -0.28133], [-1.46152, -0.86958, 1.56439], [3.33799, -1.56666, 0.75921], [-2.64497, 1.43284, -1.75687], [1.89993, 2.17323, -0.53980], [-1.85466, -1.59114, -0.05650], [1.07379, -2.38353, 1.06323]], "molar_mass_da": 217.1, "total_energy_ha": -1417.3753, "de_lowest_kj_mol": 18.9, "lumo_ev": 0.54, "smiles": "O=C[C@@]1(Cl)Cc2ccc(Cl)cc2O1", "fmax_ev_per_a": 3.8, "gap_ev": 9.5}